C28H55HfO2P3 as an isolated structure in a non-equilibrium geometry, computed with ωB97M-V/def2-TZVPD.

Each line ends with the Löwdin charge.
Atoms and positions in Å:
Hf: -0.57 -0.49 0.04  0.8674
C: -1.86 -2.23 0.04  -0.1588
O: -2.48 -3.22 0.14  0.1994
C: 0.94 -2.14 0.47  -0.0799
O: 1.91 -2.79 0.59  0.2208
P: -0.28 -1.08 -2.47  0.9996
C: 1.14 -0.14 -3.25  -0.4954
H: 1.06 -0.38 -4.32  0.1182
C: 0.01 -2.80 -3.09  -0.5072
H: 0.68 -3.20 -2.31  0.1014
C: -1.73 -0.34 -3.37  -0.5144
H: -1.68 0.73 -3.10  0.0766
C: -2.53 0.14 2.97  -0.5270
P: -0.79 -0.42 2.56  0.9792
H: 0.04 0.68 4.47  0.1162
H: -2.62 1.11 2.45  0.0853
C: -0.54 -1.85 3.71  -0.4935
H: -1.16 -1.57 4.58  0.1184
C: -1.28 -3.62 -3.10  -0.0817
H: -1.87 -3.42 -4.00  0.0974
H: -1.89 -3.48 -2.21  0.0439
H: -0.98 -4.68 -3.13  0.1158
C: 0.72 -2.94 -4.45  -0.0599
H: 0.57 -3.96 -4.81  0.1165
H: 1.81 -2.77 -4.38  0.0869
H: 0.31 -2.26 -5.21  0.0784
C: -1.60 -0.45 -4.90  -0.0582
H: -0.67 -0.01 -5.29  0.0853
H: -2.44 0.11 -5.35  0.1211
H: -1.68 -1.49 -5.24  0.0911
C: -3.08 -0.88 -2.89  -0.0862
H: -3.82 -0.07 -2.96  0.1061
H: -3.09 -1.24 -1.85  0.0321
H: -3.44 -1.70 -3.54  0.1044
C: 1.00 1.36 -3.06  -0.1029
H: 0.16 1.80 -3.62  0.1044
H: 1.93 1.87 -3.33  0.1315
H: 0.81 1.63 -1.94  -0.0537
C: 2.49 -0.64 -2.72  -0.0733
H: 2.71 -0.24 -1.73  0.0375
H: 3.28 -0.27 -3.40  0.1268
H: 2.57 -1.73 -2.68  0.0843
C: -2.74 0.36 4.48  -0.0656
H: -1.88 0.83 4.98  0.0807
H: -2.98 -0.58 4.98  0.1047
H: -3.60 1.03 4.61  0.1205
C: -3.63 -0.79 2.43  -0.0843
H: -3.66 -1.74 2.97  0.0967
C: 1.69 0.81 3.10  -0.1090
H: -3.53 -1.01 1.36  0.0403
H: -4.59 -0.29 2.57  0.1174
C: -0.31 2.34 3.16  -0.0777
H: 1.99 1.50 2.30  0.0391
H: 2.26 1.10 3.99  0.1227
H: 2.02 -0.19 2.80  0.0578
C: 0.20 0.92 3.41  -0.5116
H: 0.35 3.05 3.69  0.1220
H: -1.33 2.50 3.54  0.0847
H: -0.30 2.60 2.09  0.0220
C: 0.91 -2.03 4.18  -0.0739
H: 1.58 -2.25 3.34  0.0721
H: 0.94 -2.89 4.86  0.1170
H: 1.28 -1.16 4.73  0.0837
C: -1.06 -3.17 3.13  -0.0873
H: -2.08 -3.12 2.76  0.0566
H: -1.04 -3.91 3.94  0.1198
H: -0.41 -3.53 2.32  0.0686
H: 1.12 0.16 0.39  0.0016
H: 1.12 -0.04 -0.52  0.0068
C: -1.64 2.12 -0.31  -0.1379
P: 0.37 2.38 -0.39  1.0732
C: 0.27 3.96 -1.23  -0.2098
C: 2.24 2.63 0.13  -0.2895
C: 3.15 1.54 0.16  -0.1336
C: 4.45 1.69 0.65  -0.0087
C: 4.91 2.94 1.05  0.0258
C: 4.06 4.05 0.95  0.0102
C: 2.74 3.90 0.51  -0.0457
H: -2.03 2.11 -1.34  0.0740
H: -2.05 2.99 0.22  0.1009
H: -1.99 1.19 0.24  -0.0063
H: 0.21 4.76 -0.48  0.0948
H: 1.15 4.11 -1.87  0.0990
H: -0.64 3.97 -1.84  0.0774
H: 2.88 0.55 -0.17  0.0474
H: 5.10 0.81 0.70  0.1428
H: 5.91 3.05 1.45  0.1463
H: 4.42 5.04 1.22  0.1455
H: 2.09 4.77 0.42  0.1153

The total energy comes out at -63147.6851 eV. Its LUMO energy (alpha / beta) is -15.42 / -15.42 eV. For the orbital gap (alpha / beta), the calculation gives 4.764 / 4.765 eV. The net charge is +4.

=====

C33H29BrF11N6O3Se3TeTl as an isolated structure, computed with ωB97M-V/def2-TZVPD.

Each line ends with the Löwdin charge.
Atoms and positions in Å:
Tl: -0.51 1.92 -1.64  0.7054
C: 0.47 3.80 1.54  -0.0843
N: 1.35 3.69 0.38  -0.2305
C: 1.31 4.88 -0.44  -0.2062
C: 0.06 4.96 -1.31  -0.2213
N: -0.05 3.89 -2.29  -0.1379
C: 0.71 4.02 -3.45  -0.2983
C: 0.29 4.93 -4.42  -0.1483
F: -0.82 5.67 -4.21  0.0970
C: 0.94 5.10 -5.62  -0.1450
F: 0.49 5.99 -6.52  0.0925
C: 2.05 4.34 -5.91  -0.1522
F: 2.69 4.49 -7.09  0.0891
C: 2.51 3.44 -4.97  -0.2608
F: 3.61 2.73 -5.27  0.0650
C: 1.88 3.29 -3.75  -0.4911
F: -0.59 1.17 -3.63  -0.5441
C: 2.71 3.35 0.82  -0.2063
C: 2.86 1.85 1.14  -0.2934
N: 3.77 1.15 0.25  -0.0098
C: 5.07 1.24 0.45  -0.2423
C: 5.83 1.93 1.46  -0.1377
F: 5.20 2.69 2.40  0.0334
C: 7.21 1.90 1.54  -0.1825
F: 7.82 2.57 2.55  0.0680
C: 7.98 1.21 0.64  -0.1867
F: 9.33 1.15 0.75  0.0445
C: 7.31 0.54 -0.38  -0.1767
F: 8.03 -0.15 -1.29  0.0718
C: 5.94 0.57 -0.48  -0.1675
F: 5.38 -0.09 -1.51  0.0573
H: 0.81 4.61 2.21  0.0866
H: -0.55 3.99 1.23  0.0670
H: 0.49 2.86 2.10  0.0685
H: 1.38 5.80 0.18  0.1191
H: 2.19 4.87 -1.10  0.1036
H: -0.84 4.93 -0.69  0.0947
H: 0.06 5.93 -1.83  0.1154
H: 3.41 3.59 0.02  0.0909
H: 2.99 3.97 1.69  0.1104
H: 3.10 1.71 2.21  0.0976
H: 1.87 1.41 0.97  0.0087
C: -2.94 -1.57 4.05  -0.0852
C: -4.18 -1.30 3.22  -0.1992
N: -3.89 -0.82 1.87  -0.0451
C: -3.68 0.50 1.68  -0.0255
C: -3.32 1.08 0.51  -0.0762
C: -2.96 2.55 0.56  -0.6157
O: -3.48 3.25 1.43  0.0121
O: -2.10 2.95 -0.29  -0.1190
C: -3.28 0.28 -0.69  -0.3946
O: -3.09 0.72 -1.82  0.0035
C: -3.43 -1.17 -0.46  -0.0985
C: -3.20 -2.04 -1.53  0.0636
C: -3.14 -3.38 -1.31  -0.1964
F: -2.95 -4.22 -2.36  0.0514
C: -3.25 -3.94 -0.02  -0.1535
C: -3.53 -3.08 1.03  0.0557
C: -3.64 -1.70 0.82  -0.1468
N: -3.04 -5.33 0.15  -0.0783
C: -1.70 -5.77 -0.25  -0.1447
C: -1.64 -7.29 -0.30  -0.2112
N: -1.98 -7.82 1.02  -0.0721
C: -3.32 -7.39 1.41  -0.2217
C: -3.37 -5.87 1.46  -0.1878
H: -3.22 -1.93 5.04  0.0747
H: -2.36 -0.65 4.17  0.0716
H: -2.29 -2.30 3.57  0.0122
H: -4.80 -0.53 3.69  0.1189
H: -4.81 -2.19 3.14  0.1124
H: -3.79 1.13 2.56  0.1447
H: -3.03 -1.62 -2.51  0.1453
H: -3.59 -3.48 2.03  0.0881
H: -0.95 -5.40 0.47  0.1010
H: -1.46 -5.36 -1.23  0.1194
H: -0.63 -7.60 -0.56  0.1161
H: -2.33 -7.63 -1.08  0.1174
H: 0.57 -4.29 1.81  -0.2792
H: -1.92 -8.83 1.01  0.0989
H: -3.55 -7.79 2.39  0.1116
H: -4.09 -7.73 0.70  0.1146
H: -2.68 -5.52 2.24  0.1255
H: -4.38 -5.55 1.72  0.1249
Se: 0.00 -0.42 -0.73  0.2510
Se: -0.34 -0.24 1.57  0.0128
Te: 0.75 -3.46 3.23  0.4579
Se: 1.61 -1.28 2.35  -0.0817
Br: 2.66 2.13 -2.47  0.9638

The total energy comes out at -357736.3519 eV. Its LUMO energy is 2.98 eV. For the orbital gap, the calculation gives 4.447 eV. The net charge is -2.

=====

A 2-piece molecular cluster, C3H7N2 overall in a non-equilibrium geometry, computed with ωB97M-V/def2-TZVPD.

Each line ends with the natural charge from an NBO analysis.
Atoms and positions in Å:
C: -2.28 0.16 -0.16  0.0578
C: 1.58 -0.61 0.29  -0.3619
C: 0.75 -0.53 -0.92  0.2201
N: -1.16 -0.46 -0.33  -0.5446
N: 1.40 0.67 -0.39  -0.6203
H: -2.31 1.23 -0.25  0.1995
H: -3.20 -0.38 0.05  0.2161
H: 1.18 -0.69 1.29  0.2627
H: 2.55 -1.08 0.16  0.2709
H: -1.22 -1.48 -0.26  0.3963
H: 0.83 1.38 0.07  0.4495
H: 2.15 1.08 -0.95  0.4539

The total energy comes out at -6193.0391 eV. Its LUMO energy is -4.19 eV. For the orbital gap, the calculation gives 9.817 eV. The net charge is +1.

=====

A 8-piece molecular cluster, C23H51Cl10NO2 overall in a non-equilibrium geometry, computed with ωB97M-V/def2-TZVPD.

Each line ends with the Löwdin spin population.
Atoms and positions in Å:
C: 3.22 -1.60 -0.20  0.0023
C: 2.64 -2.92 -0.51  0.0037
C: 2.30 -3.13 -1.98  0.0010
C: 1.15 -2.27 -2.50  0.0002
C: 0.48 -2.66 -3.86  0.0001
C: -0.81 -3.41 -3.77  0.0003
H: 2.51 -0.79 -0.06  0.0001
H: 4.08 -1.39 -0.84  0.0003
H: 3.60 -1.57 0.82  0.0015
H: 3.28 -3.74 -0.19  0.0029
H: 1.81 -3.12 0.17  0.0018
H: 1.98 -4.17 -2.14  0.0006
H: 3.16 -3.01 -2.63  0.0001
H: 0.38 -2.05 -1.76  0.0002
H: 1.63 -1.29 -2.58  0.0000
H: 0.29 -1.74 -4.41  0.0000
H: 1.25 -3.22 -4.39  0.0000
H: -1.58 -2.78 -3.32  0.0001
H: -1.19 -3.60 -4.78  0.0000
H: -0.78 -4.25 -3.08  0.0003
C: -3.45 -0.01 -8.02  0.0000
C: -2.41 -0.69 -7.12  0.0000
C: -1.30 0.29 -6.63  0.0000
C: -1.71 1.13 -5.34  0.0000
C: -0.47 1.84 -4.75  0.0000
C: -0.69 2.86 -3.55  0.0000
H: -2.98 0.31 -8.95  0.0000
H: -3.75 0.92 -7.55  0.0000
H: -4.27 -0.69 -8.24  0.0000
H: -2.91 -1.03 -6.21  0.0000
H: -1.93 -1.55 -7.58  0.0000
H: -0.91 0.97 -7.38  0.0000
H: -0.50 -0.42 -6.39  0.0000
H: -2.58 1.69 -5.67  0.0000
H: -2.09 0.56 -4.48  0.0000
H: 0.34 1.16 -4.50  0.0000
H: -0.05 2.49 -5.52  0.0000
H: -1.49 3.57 -3.76  0.0000
H: -0.97 2.39 -2.60  0.0000
H: 0.25 3.40 -3.37  0.0000
Cl: -0.43 5.32 2.45  0.0000
C: -0.78 5.17 4.19  0.0000
C: -0.63 3.71 4.71  0.0001
Cl: -1.68 2.53 3.92  0.0002
H: -1.72 5.61 4.53  0.0000
H: -0.08 5.75 4.80  0.0000
H: -0.80 3.48 5.76  0.0001
H: 0.32 3.36 4.30  0.0000
Cl: 4.23 2.24 2.52  0.0031
C: 4.66 3.91 2.77  0.0003
C: 3.61 4.74 3.65  0.0002
Cl: 3.62 4.21 5.34  0.0026
H: 4.76 4.37 1.79  0.0001
H: 5.63 4.08 3.25  0.0001
H: 2.60 4.59 3.25  0.0000
H: 3.90 5.78 3.50  0.0000
Cl: 0.67 2.30 -0.44  0.0004
C: 0.86 1.53 1.08  0.0004
C: 0.09 0.26 1.17  0.0005
Cl: 0.43 -0.71 2.60  0.0063
H: 0.60 2.25 1.86  0.0000
H: 1.88 1.22 1.29  0.0004
H: 0.18 -0.35 0.27  0.0001
H: -0.99 0.37 1.20  0.0001
Cl: -3.66 -1.40 3.45  0.0011
C: -4.81 -0.52 2.34  0.0001
C: -4.44 0.94 2.27  0.0000
Cl: -3.47 1.23 0.83  0.0002
H: -5.79 -0.69 2.77  0.0000
H: -4.82 -1.06 1.39  0.0001
H: -3.96 1.43 3.12  0.0000
H: -5.33 1.55 2.17  0.0000
Cl: -1.71 -4.98 5.28  0.0064
C: -2.22 -3.50 6.00  0.0003
C: -1.23 -2.48 5.58  0.0034
Cl: -1.46 -1.04 6.48  0.0065
H: -2.19 -3.60 7.09  0.0002
H: -3.22 -3.29 5.64  0.0001
H: -1.23 -2.20 4.53  0.0001
H: -0.23 -2.76 5.91  0.0043
C: 3.74 -2.30 3.60  0.0262
N: 2.82 -3.49 3.57  0.3936
O: 1.61 -3.38 3.77  0.2021
O: 3.38 -4.49 3.29  0.2908
H: 3.22 -1.54 3.01  0.0077
H: 4.67 -2.62 3.13  0.0043
H: 3.89 -1.99 4.63  0.0218

The total energy comes out at -155483.9078 eV. Its LUMO energy (alpha / beta) is 1.97 / 1.97 eV. For the orbital gap (alpha / beta), the calculation gives 1.850 / 6.111 eV. Its expectation value of S² is 0.7531. As for the spin multiplicity: 2. The net charge is -1.

=====

One molecule with the formula C4H7NO3 in a non-equilibrium geometry, computed with ωB97M-V/def2-TZVPD.

Each line ends with the natural charge from an NBO analysis.
Atoms and positions in Å:
C: 0.75 2.30 0.30  -0.6682
C: 0.46 0.85 0.20  0.5504
N: 1.16 -0.06 0.75  -0.4985
C: 0.50 -1.33 0.57  -0.3125
C: -0.75 -1.07 -0.29  0.7379
O: -1.88 -1.50 0.32  -0.6744
O: -0.72 -1.48 -1.59  -0.7083
O: -0.66 0.48 -0.45  -0.5532
H: 1.67 2.45 0.86  0.2422
H: -0.08 2.81 0.78  0.2347
H: 0.86 2.72 -0.71  0.2279
H: 1.16 -2.04 0.08  0.2149
H: 0.20 -1.74 1.54  0.2220
H: -2.60 -1.49 -0.32  0.4926
H: -0.08 -0.89 -2.03  0.4924

Its SMILES is CC1=NCC(O)(O)O1. The total energy comes out at -11894.0996 eV. Its LUMO energy is 0.68 eV. For the orbital gap, the calculation gives 10.361 eV. The net charge is 0.